[1]
{
  "formula": "C5H9NO",
  "method": "the ωB97M-V functional and the def2-TZVPD basis",
  "homo_ev": -8.50,
  "e_above_lowest_ev": 4.932,
  "multiplicity": 1,
  "elements": ["C", "N", "C", "C", "C", "O", "C", "H", "H", "H", "H", "H", "H", "H", "H", "H"],
  "coordinates": [[1.3201, 0.0282, -1.9248], [0.8689, 0.2897, -0.5672], [1.2367, -0.6918, 0.4130], [-0.1780, -0.6070, -0.0844], [-1.2305, -0.1269, 0.7701], [-1.9837, -1.1221, 1.0034], [-1.5378, 1.2211, 1.2979], [2.3585, 0.3557, -2.0486], [0.6986, 0.5966, -2.6205], [1.2464, -1.0380, -2.1775], [1.7996, -1.5631, 0.0800], [1.5315, -0.3125, 1.3878], [-1.2229, -1.6865, 0.1959], [-2.4085, 1.6206, 0.7686], [-1.8088, 1.1448, 2.3539], [-0.6899, 1.8913, 1.1523]]
}

---

[2]
{
  "formula": "C5H9NO",
  "method": "the ωB97M-V functional and the def2-TZVPD basis",
  "homo_ev": -8.81,
  "e_above_lowest_ev": 2.734,
  "multiplicity": 1,
  "elements": ["C", "C", "C", "O", "C", "C", "N", "H", "H", "H", "H", "H", "H", "H", "H", "H"],
  "coordinates": [[1.9149, -0.0167, -0.2599], [0.6228, -0.1510, 0.5565], [-0.3824, -1.0890, -0.0630], [0.0189, -2.3975, -0.1380], [-1.5819, -0.7620, -0.5377], [-2.2584, 2.4217, 1.1314], [-1.6317, 2.6601, 0.1672], [1.7200, 0.4784, -1.2174], [2.6521, 0.5820, 0.2830], [2.3702, -0.9927, -0.4690], [0.1678, 0.8306, 0.7138], [0.8631, -0.5357, 1.5581], [-1.1002, 2.7713, -0.6737], [0.8056, -2.5187, 0.4073], [-2.2349, -1.5380, -0.9232], [-1.9459, 0.2573, -0.5354]]
}

---

[3]
{
  "formula": "C5H9NO",
  "method": "the ωB97M-V functional and the def2-TZVPD basis",
  "homo_ev": [-6.06, -11.10],
  "e_above_lowest_ev": 0.193,
  "multiplicity": 3,
  "elements": ["C", "C", "C", "C", "C", "N", "O", "H", "H", "H", "H", "H", "H", "H", "H", "H"],
  "coordinates": [[-3.0968, -0.3732, -0.1176], [-0.7881, 0.3461, 0.2558], [1.6227, 1.1329, 0.1851], [1.0106, -1.3738, 0.1166], [0.5954, 0.1118, -0.3438], [-1.9017, 0.1957, -0.4873], [-4.1166, 0.0138, 0.3349], [-1.0243, 0.4303, 1.3549], [1.9756, 0.8436, 1.2404], [1.0540, 2.1384, 0.2860], [2.4683, 1.1405, -0.6377], [2.1262, -1.2841, 0.2477], [0.6442, -2.1881, -0.6139], [0.5267, -1.5169, 1.1489], [0.7608, 0.2973, -1.4534], [-1.8570, 0.0858, -1.5166]]
}

---

[4]
{
  "formula": "C5H9NO2",
  "method": "the ωB97M-V functional and the def2-TZVPD basis",
  "homo_ev": [-8.51, -8.95],
  "e_above_lowest_ev": 8.048,
  "multiplicity": 1,
  "elements": ["N", "C", "C", "O", "H", "H", "H", "H", "H", "C", "C", "C", "O", "H", "H", "H", "H"],
  "coordinates": [[1.4193, -2.3001, -0.3569], [0.3929, 0.4413, -1.1618], [-0.7482, 0.1696, -1.7995], [1.0343, -1.1192, -0.0452], [0.8682, -3.0883, -0.0284], [2.2825, -2.4184, -0.8773], [1.3039, 0.6699, -1.7022], [-0.8224, 0.2361, -2.8790], [-1.6377, -0.1274, -1.2581], [0.4701, 1.1269, 0.4156], [-0.9282, 1.1552, 0.9821], [-1.2936, 0.4704, 2.0573], [1.3949, 0.5214, 1.1198], [0.7817, 2.1334, 0.0740], [-1.6422, 1.7684, 0.4383], [-2.3031, 0.5091, 2.4453], [-0.5726, -0.1481, 2.5761]]
}

---

[5]
{
  "formula": "C5H9NO2",
  "method": "the ωB97M-V functional and the def2-TZVPD basis",
  "homo_ev": [-8.20, -8.20],
  "e_above_lowest_ev": 4.367,
  "smiles": "CC(C)=CO.N#CO",
  "multiplicity": 1,
  "elements": ["C", "C", "C", "C", "O", "H", "H", "H", "H", "H", "H", "H", "H", "N", "C", "O", "H"],
  "coordinates": [[-0.9963, 1.2807, 0.1481], [0.1320, 0.2902, -0.0914], [1.3082, 0.9105, -0.8368], [0.5055, -0.5212, 1.0043], [-0.3329, -0.7102, 2.0339], [-0.6998, 2.0653, 0.8493], [-1.8800, 0.7776, 0.5449], [-1.2719, 1.7432, -0.8015], [2.0983, 0.1753, -1.0117], [0.9640, 1.2604, -1.8127], [1.7255, 1.7610, -0.2914], [1.4742, -1.0005, 1.0826], [0.1690, -1.0210, 2.8052], [-1.0081, -1.0617, -2.3890], [-0.7073, -1.1884, -1.2602], [-0.4402, -2.3079, -0.3632], [-1.0402, -2.4532, 0.3897]]
}

---

[6]
{
  "formula": "C5H9NO2",
  "method": "the ωB97M-V functional and the def2-TZVPD basis",
  "homo_ev": -7.74,
  "e_above_lowest_ev": 1.168,
  "smiles": "CC(=O)C/C(O)=C/N",
  "multiplicity": 1,
  "elements": ["C", "C", "O", "C", "C", "O", "C", "N", "H", "H", "H", "H", "H", "H", "H", "H", "H"],
  "coordinates": [[-2.0174, 0.6689, 0.9177], [-1.6494, -0.3032, -0.1719], [-2.1237, -1.4065, -0.2646], [-0.5673, 0.1916, -1.1202], [0.7300, 0.1167, -0.3585], [1.1080, 1.2391, 0.3702], [1.4562, -1.0016, -0.2675], [2.5695, -1.1409, 0.5461], [-1.1217, 0.9528, 1.4671], [-2.7327, 0.2161, 1.5984], [-2.4518, 1.5671, 0.4821], [-0.7694, 1.2172, -1.4368], [-0.5300, -0.4611, -1.9919], [0.7556, 2.0255, -0.0606], [1.1370, -1.8895, -0.7885], [2.9091, -0.2568, 0.8982], [3.2980, -1.7352, 0.1807]]
}